(1)
Molecular formula: C27H31Cl2N4O2PdSb
Method: DFT, ωB97M-V with the def2-TZVPD basis set

The geometry in XYZ format:
```
68
Properties=species:S:1:pos:R:3:forces:R:3:mulliken_charge:R:1
Pd 0.3049 -0.9099 -0.1963 0.396 0.421 0.109 -0.55
Cl -5.1697 -3.3084 -4.6536 0.138 0.018 0.021 -0.29
C -3.5823 -2.9157 -4.0071 -0.095 -0.001 0.037 0.04
C -3.4933 -2.4352 -2.7074 -0.144 0.008 0.023 -0.15
C -2.2875 -2.0797 -2.1063 -0.062 0.078 0.003 -0.33
N -2.3298 -1.6633 -0.7775 0.369 0.149 -0.129 -0.63
C -2.1135 -0.3960 -0.4498 -0.780 -0.127 0.132 -0.74
O -2.2627 0.0725 0.7233 0.110 -0.101 -0.021 -0.57
C -2.2300 0.6489 -1.5598 -0.149 -0.099 -0.086 1.82
C -3.5379 0.8749 -2.0164 -0.037 0.007 0.030 -0.78
C -3.7635 1.7975 -3.0111 0.000 0.073 -0.066 -0.49
C -2.6774 2.4901 -3.5413 0.023 -0.065 0.046 -0.46
C -1.4275 2.2082 -3.0220 -0.016 0.019 0.036 -0.47
N -1.1991 1.3195 -2.0532 0.162 -0.001 -0.030 -0.07
C -1.0881 -2.2661 -2.8724 0.098 0.021 0.170 0.31
C -1.2005 -2.7423 -4.1855 -0.072 -0.011 -0.074 -0.89
C -2.4304 -3.0616 -4.7493 0.120 0.000 -0.026 0.19
Cl -2.4710 -3.6570 -6.4022 -0.028 0.039 0.096 -0.29
N 0.1108 -2.0414 -2.2264 -0.168 0.051 0.073 0.22
C 1.2820 -2.3064 -2.7645 0.450 -0.124 0.037 0.16
O 1.6243 -2.5764 -3.9375 -0.118 0.016 -0.007 -0.87
C 2.4216 -2.3247 -1.7353 -0.173 0.014 -0.075 0.67
C 3.7364 -2.2176 -2.1741 0.008 0.019 -0.004 -0.45
C 4.7603 -2.2626 -1.2455 0.093 0.013 0.021 -0.29
C 4.4492 -2.4524 0.0955 -0.077 -0.013 -0.033 -0.45
C 3.1106 -2.5725 0.4389 0.064 0.058 -0.074 -0.48
N 2.1193 -2.4932 -0.4448 0.008 -0.141 0.054 -0.32
H -4.3968 -2.3297 -2.1203 0.000 -0.005 -0.015 0.44
H -4.3492 0.3062 -1.5804 0.032 -0.006 0.001 0.43
H -4.7675 1.9705 -3.3822 -0.002 0.010 -0.008 0.38
H -2.7931 3.2137 -4.3388 -0.010 0.005 0.008 0.38
H -0.5491 2.7235 -3.4019 0.008 -0.002 -0.001 0.40
H -0.2947 -2.8685 -4.7587 -0.027 0.000 -0.001 0.65
H 3.9065 -2.0971 -3.2347 0.023 -0.009 0.003 0.41
H 5.7920 -2.1509 -1.5614 0.012 -0.012 0.010 0.36
H 5.2141 -2.4983 0.8611 0.015 0.007 -0.019 0.39
H 2.8100 -2.7101 1.4731 0.010 -0.025 -0.009 0.36
C 3.3108 0.3729 2.4162 0.064 -0.001 0.060 -1.41
C 2.3566 1.5618 2.5002 0.216 0.021 -0.204 0.30
C 2.9754 2.7866 1.8281 0.033 -0.023 -0.008 -1.65
Sb 0.4817 0.9369 1.5283 -0.203 -0.644 -0.051 0.78
C -0.3503 -0.0178 3.3302 0.009 0.068 0.038 0.59
C 0.2649 0.3440 4.6819 -0.058 -0.116 0.017 -1.55
C -0.3284 -1.5305 3.1496 0.043 -0.074 0.219 -1.36
C -0.4667 2.8903 1.7895 -0.088 0.127 -0.049 0.42
C -1.7726 3.0469 1.0157 -0.075 0.076 0.141 -1.26
C -0.6674 3.2751 3.2501 -0.015 0.052 0.035 -1.52
H 4.2946 0.6075 2.8501 -0.029 0.006 0.001 0.48
H 3.4693 0.0666 1.3783 -0.022 0.057 -0.008 0.25
H 2.9198 -0.5072 2.9364 -0.032 0.037 0.015 0.18
H 2.1567 1.7866 3.5480 -0.023 0.075 0.073 0.31
H 3.0846 2.6348 0.7484 -0.028 -0.037 0.025 0.30
H 3.9806 2.9971 2.2218 -0.028 -0.022 0.013 0.43
H 2.3752 3.6888 1.9694 -0.013 -0.031 0.024 0.36
H -1.3960 0.3014 3.2932 0.007 0.025 0.022 0.39
H 1.3095 0.0240 4.7407 0.015 -0.017 -0.035 0.23
H -0.2648 -0.1769 5.4928 -0.007 -0.011 -0.033 0.44
H 0.2378 1.4065 4.9133 -0.017 0.052 -0.028 0.26
H 0.6923 -1.9271 3.2337 -0.048 0.049 -0.036 0.19
H -0.7197 -1.8263 2.1821 -0.103 -0.017 -0.216 0.23
H -0.9330 -2.0117 3.9323 0.045 -0.024 -0.011 0.41
H 0.2812 3.5628 1.3570 -0.032 0.057 -0.023 0.18
H -2.4838 2.2521 1.2539 0.087 0.071 0.000 0.19
H -1.6102 2.9996 -0.0576 0.037 -0.049 -0.116 0.24
H -2.2303 4.0203 1.2485 0.030 0.001 -0.017 0.48
H -1.4013 2.6219 3.7306 0.018 0.015 -0.026 0.28
H -1.0480 4.3036 3.3300 -0.008 -0.027 -0.022 0.51
H 0.2541 3.2210 3.8330 0.044 0.021 -0.032 0.26
```
Positions in Å, forces in eV/Å.

Summary:
HOMO energy = -0.307 eV
frontier orbital gap = 0.17881 Ha
net charge = -2
2S+1 = 1

(2)
Molecular formula: C18H30ClF2N5O3S
Method: DFT, ωB97M-V with the def2-TZVPD basis set

The geometry in XYZ format:
```
60
Properties=species:S:1:pos:R:3:forces:R:3:mulliken_charge:R:1
O 2.6899 -3.1687 2.7963 0.188 -0.351 0.085 -0.42
C 2.5476 -2.0691 2.4017 -0.224 0.084 0.175 0.42
F 3.3571 -1.5617 1.4553 0.036 0.091 -0.128 -0.25
C 1.4874 -1.0884 2.8441 0.271 0.298 -0.174 0.17
N 0.3332 -1.2296 1.9289 -0.154 0.171 0.502 -0.10
Cl 0.1220 0.1251 0.8804 -0.005 -0.232 -0.060 -0.04
S -1.0814 -1.7289 2.6312 0.220 -0.477 -0.339 1.17
O -1.9617 -2.2151 1.6329 0.090 0.328 0.189 -0.56
O -0.7602 -2.4850 3.7852 -0.015 0.047 -0.093 -0.55
F -1.6717 -0.3728 3.1319 -0.173 0.082 0.101 -0.22
H 1.8744 -0.0710 2.7832 -0.104 -0.051 -0.031 0.42
H 1.2361 -1.3028 3.8812 -0.170 -0.076 -0.135 -0.10
C -1.4342 0.4810 -3.5020 0.008 0.034 0.044 -0.93
C -0.8101 1.7923 -3.9650 -0.116 -0.128 -0.053 -0.39
C 0.4536 2.1536 -3.1753 -0.077 -0.044 -0.100 -0.17
C 0.1553 2.3103 -1.7536 -0.195 0.106 0.558 0.20
N -0.1403 2.4326 -0.6463 0.265 -0.015 -0.530 -0.53
H -1.7598 0.5375 -2.4618 0.025 -0.002 -0.025 0.13
H -2.3081 0.2399 -4.1073 0.004 -0.013 -0.013 0.37
H -0.7228 -0.3420 -3.5954 0.010 -0.002 -0.019 0.31
H -1.5388 2.6001 -3.8697 0.033 0.036 0.008 0.33
H -0.5412 1.7216 -5.0208 0.076 0.036 0.012 0.32
H 0.8869 3.0865 -3.5391 0.044 0.002 0.030 0.24
H 1.2055 1.3705 -3.2895 0.019 0.006 -0.010 0.29
C 1.7396 4.2271 -6.7364 0.038 0.016 0.020 -0.85
C 3.1796 3.8173 -7.0217 -0.114 0.083 0.042 -0.40
C 3.2873 2.4224 -7.6492 0.022 0.092 0.060 -0.46
C 2.7388 1.3961 -6.7627 -0.201 -0.437 0.345 0.29
N 2.3055 0.6090 -6.0411 0.159 0.406 -0.293 -0.43
H 1.2714 3.5531 -6.0171 -0.006 -0.032 -0.028 0.02
H 1.7018 5.2334 -6.3200 -0.008 0.005 -0.010 0.33
H 1.1393 4.2177 -7.6479 -0.010 -0.005 0.000 0.34
H 3.7591 3.8409 -6.0973 0.035 -0.021 -0.015 0.29
H 3.6371 4.5362 -7.7031 0.041 -0.046 -0.026 0.30
H 4.3279 2.1709 -7.8560 -0.003 -0.021 -0.029 0.29
H 2.7417 2.3852 -8.5936 0.000 -0.016 -0.013 0.28
C -6.5015 1.3151 0.8821 -0.025 -0.029 -0.022 -1.14
C -6.2402 -0.1800 1.0200 -0.064 0.120 -0.009 -0.56
C -4.8062 -0.4965 1.4585 -0.135 -0.039 -0.066 -0.33
C -3.8257 -0.0053 0.4922 0.498 0.172 -0.311 0.28
N -3.0514 0.3814 -0.2679 -0.472 -0.135 0.272 -0.49
H -5.8650 1.7582 0.1153 0.034 -0.003 0.021 0.34
H -7.5380 1.5001 0.5997 -0.003 0.007 0.014 0.34
H -6.3111 1.8353 1.8227 0.007 0.007 0.000 0.29
H -6.4432 -0.6774 0.0699 0.018 -0.038 0.009 0.31
H -6.9252 -0.6058 1.7553 0.041 -0.048 0.014 0.34
H -4.6581 -1.5718 1.5636 0.043 0.009 0.025 0.30
H -4.5917 -0.0361 2.4249 0.026 0.001 0.008 0.28
C 2.3729 -4.8012 6.2354 0.008 0.020 0.000 -0.98
C 3.5083 -3.9103 6.7249 -0.061 -0.123 -0.083 -0.39
C 3.0159 -2.7210 7.5605 0.053 -0.086 -0.040 -0.46
C 2.1214 -1.8693 6.7797 -0.323 0.322 -0.380 0.28
N 1.4333 -1.2311 6.1116 0.341 -0.227 0.384 -0.50
H 1.6965 -4.2572 5.5749 0.001 0.014 0.010 0.19
H 2.7669 -5.6472 5.6737 -0.001 -0.005 0.002 0.31
H 1.7921 -5.1927 7.0732 -0.003 -0.001 0.003 0.35
H 4.0746 -3.5386 5.8689 0.015 0.033 0.019 0.27
H 4.1995 -4.4927 7.3364 0.016 0.055 0.040 0.31
H 3.8542 -2.1129 7.9022 -0.019 0.018 0.031 0.27
H 2.4741 -3.0683 8.4419 -0.005 0.003 0.012 0.28
```
Positions in Å, forces in eV/Å.

Summary:
HOMO energy = -10.151 eV
frontier orbital gap = 0.39897 Ha
structure (SMILES) = O=C(F)CN(Cl)S(=O)(=O)F.CCCC#N.CCCC#N.CCCC#N.CCCC#N
2S+1 = 1

(3)
Molecular formula: C3H4N2O3
Method: DFT, ωB97M-V with the def2-TZVPD basis set

The geometry in XYZ format:
```
12
Properties=species:S:1:pos:R:3:forces:R:3:mulliken_charge:R:1
C 0.3084 0.9194 0.0772 3.381 1.218 1.960 0.25
C 0.5440 -1.4085 -0.1365 0.948 3.540 -2.481 0.48
C -0.9159 0.5065 0.0499 1.671 -1.725 -0.323 0.35
H 0.4017 2.8414 1.1309 1.249 -3.954 -2.930 0.37
H 2.2740 -0.2021 0.0202 -2.648 0.446 -0.104 0.26
H 0.2363 -3.1577 -0.8262 1.521 1.231 -0.168 0.24
H -2.8401 0.0129 0.3362 2.842 4.856 -0.921 0.46
N 1.1985 -0.2192 0.0455 3.996 0.706 0.517 -0.11
N 1.0171 -2.4186 -0.8021 -2.772 -0.990 2.098 -0.67
O 0.8789 2.0950 0.4507 -0.713 3.422 1.628 -0.62
O -0.7065 -0.8979 0.0402 -5.721 -2.740 -0.464 -0.39
O -2.0723 1.1611 0.0955 -3.754 -6.011 1.187 -0.62
```
Positions in Å, forces in eV/Å.

Summary:
HOMO energy = -7.669 eV
frontier orbital gap = 0.25074 Ha
energy relative to the best compared isomer or geometry (same formula, charge and spin) = 136.2 kcal per mole
2S+1 = 1